No. 1
The following is a quantum chemistry calculation of C31H44N3O5PbS2Si as an isolated structure in a non-equilibrium geometry, from the Open Molecules 2025 dataset.

Each line ends with the Mulliken charge.
Geometry (Å):
Pb  -1.269  -0.754  -0.202  1.314
C  -3.264  -2.897  3.653  -1.737
C  -2.904  -1.840  2.606  1.011
O  -2.201  -2.242  1.632  -0.645
C  -3.432  -0.581  2.854  -1.429
C  -3.421  0.598  2.080  0.910
C  -4.327  1.713  2.550  -1.425
N  -2.742  0.769  0.976  0.602
N  -2.986  1.950  0.306  -0.593
C  -2.659  1.937  -0.955  0.224
O  -2.157  0.958  -1.615  -0.841
C  -2.906  3.193  -1.701  0.321
C  -3.093  4.409  -1.051  -0.313
C  -3.241  5.575  -1.779  -0.660
C  -3.213  5.542  -3.166  -0.304
C  -3.059  4.330  -3.821  -0.652
C  -2.899  3.165  -3.094  -0.349
H  -4.283  -3.247  3.483  0.388
H  -3.201  -2.494  4.661  0.379
H  -2.589  -3.744  3.562  0.392
H  -4.037  -0.517  3.752  0.145
H  -4.811  1.464  3.489  0.441
H  -5.085  1.913  1.795  0.287
H  -3.749  2.626  2.673  0.276
H  -3.116  4.415  0.027  0.445
H  -3.375  6.523  -1.271  0.369
H  -3.300  6.459  -3.734  0.362
H  -3.059  4.300  -4.903  0.378
H  -2.766  2.212  -3.584  0.430
C  -0.009  0.160  3.586  -1.457
C  1.108  -0.633  2.900  1.625
C  0.887  -2.140  3.058  -1.137
C  2.466  -0.250  3.492  -1.560
O  1.054  -0.318  1.522  0.852
Si  2.239  -0.477  0.392  -0.890
S  1.251  -0.353  -1.429  -0.844
O  2.978  -1.881  0.790  0.667
C  4.060  -2.592  0.251  1.585
C  3.612  -4.056  0.136  -1.768
C  4.466  -2.051  -1.116  -1.545
C  5.242  -2.492  1.226  -1.680
O  3.441  0.621  0.600  -0.146
C  3.434  2.003  0.322  1.891
C  4.478  2.620  1.260  -1.804
C  2.067  2.628  0.591  -1.437
C  3.810  2.196  -1.147  -1.567
H  0.030  0.008  4.664  0.455
H  -0.976  -0.162  3.210  0.013
H  0.092  1.223  3.372  0.366
H  0.955  -2.432  4.104  0.457
H  1.648  -2.658  2.481  -0.052
H  -0.088  -2.408  2.658  0.063
H  2.512  -0.523  4.544  0.573
H  2.616  0.821  3.395  0.208
H  3.253  -0.766  2.954  0.167
H  2.809  -4.133  -0.591  0.364
H  3.240  -4.400  1.099  0.333
H  4.441  -4.690  -0.170  0.423
H  3.604  -2.052  -1.777  0.301
H  5.265  -2.654  -1.544  0.517
H  4.797  -1.022  -1.009  0.208
H  4.958  -2.882  2.202  0.301
H  5.530  -1.451  1.340  0.248
H  6.085  -3.064  0.848  0.488
H  4.188  2.439  2.292  0.359
H  4.558  3.691  1.096  0.390
H  5.447  2.156  1.094  0.342
H  1.721  2.363  1.587  0.174
H  1.340  2.256  -0.125  0.218
H  2.129  3.711  0.508  0.595
H  4.812  1.816  -1.336  0.337
H  3.764  3.244  -1.430  0.459
H  3.108  1.628  -1.754  0.203
S  -3.460  -4.253  -3.267  -0.295
C  -2.706  -3.478  -1.894  -0.209
N  -2.150  -2.357  -2.129  0.190
C  -2.254  -1.973  -3.433  -0.368
C  -1.746  -0.802  -3.990  -0.292
C  -1.983  -0.567  -5.328  -0.788
C  -2.694  -1.476  -6.111  -0.476
C  -3.183  -2.653  -5.581  -0.467
C  -2.960  -2.895  -4.237  0.669
H  -2.731  -3.937  -0.925  0.472
H  -1.209  -0.119  -3.353  0.378
H  -1.610  0.341  -5.778  0.422
H  -2.867  -1.256  -7.155  0.365
H  -3.729  -3.360  -6.188  0.379

Output
Frontier orbital gap, eV: 6.35
Lowest unoccupied orbital energy, eV: 2.2
Max |F|, eV/A: 1.283
Total charge: -1


No. 2
The following is a quantum chemistry calculation of C31H44N7O3STi as an isolated structure, from the Open Molecules 2025 dataset.

Each line ends with the Mulliken spin population.
Geometry (Å):
Ti  0.044  0.989  -0.082  0.932
C  2.540  0.423  1.921  0.019
N  1.454  1.296  1.497  0.005
C  1.342  2.482  2.012  -0.001
C  0.226  3.283  1.674  0.002
C  -0.124  4.573  2.059  0.003
C  -1.348  4.847  1.439  -0.004
C  -1.683  3.716  0.704  0.007
N  -0.740  2.752  0.830  -0.024
C  2.254  -0.332  3.206  -0.005
C  1.148  -0.069  4.003  0.004
C  0.921  -0.807  5.161  0.002
C  1.798  -1.812  5.531  0.000
C  2.915  -2.070  4.744  0.000
C  3.140  -1.335  3.593  0.000
H  3.470  0.991  2.024  -0.001
H  2.704  -0.304  1.124  -0.001
H  2.086  2.869  2.708  0.002
H  0.438  5.219  2.715  0.000
H  -1.932  5.749  1.520  0.000
H  -2.573  3.548  0.115  0.002
H  0.469  0.734  3.744  -0.001
H  0.065  -0.577  5.784  0.000
H  1.628  -2.379  6.436  0.000
H  3.617  -2.840  5.038  0.000
H  4.018  -1.537  2.988  0.000
N  -3.723  -2.185  0.047  0.000
C  -3.391  -2.818  1.347  0.000
C  -2.283  -3.854  1.129  0.000
C  -0.939  -3.225  0.770  -0.005
N  -0.997  -2.651  -0.627  0.005
C  -0.534  -2.150  1.773  0.044
C  -1.604  -1.098  2.065  -0.011
N  -1.689  -0.054  0.999  0.023
C  -2.953  -1.761  2.361  0.001
H  -4.189  -2.865  -0.548  0.000
H  -1.921  -2.187  -0.745  0.001
H  -4.404  -1.445  0.187  0.000
H  -4.263  -3.334  1.756  0.000
H  -2.586  -4.577  0.365  0.000
H  -2.146  -4.424  2.050  0.000
H  -0.165  -3.991  0.745  0.000
H  -0.925  -3.386  -1.329  0.000
H  -0.219  -1.959  -0.777  -0.002
H  0.398  -1.670  1.472  -0.011
H  -0.318  -2.665  2.712  0.002
H  -1.281  -0.569  2.960  -0.010
H  -2.133  0.773  1.393  0.005
H  -2.301  -0.362  0.245  -0.007
H  -3.730  -0.997  2.462  0.000
H  -2.881  -2.250  3.336  0.000
C  3.960  -4.628  -1.222  0.000
O  4.417  -3.599  -2.092  0.002
C  3.776  -2.434  -2.115  0.003
C  4.323  -1.457  -2.972  -0.003
C  3.754  -0.223  -3.023  0.005
C  2.619  0.125  -2.245  0.020
C  2.122  1.467  -2.256  0.013
C  2.600  2.477  -3.253  0.000
O  1.250  1.873  -1.442  0.023
C  2.040  -0.889  -1.439  0.001
O  0.921  -0.695  -0.745  -0.050
C  2.640  -2.149  -1.366  0.011
H  4.654  -5.452  -1.346  0.000
H  2.956  -4.955  -1.502  0.000
H  3.972  -4.292  -0.183  0.000
H  5.198  -1.708  -3.554  0.000
H  4.199  0.520  -3.669  0.001
H  3.684  2.504  -3.335  0.000
H  2.237  3.459  -2.966  0.000
H  2.201  2.218  -4.237  0.001
H  2.203  -2.886  -0.706  0.002
S  -1.440  0.514  -2.212  -0.010
C  -2.251  1.915  -2.802  0.001
N  -3.295  1.779  -3.610  0.000
C  -3.970  2.895  -4.281  0.000
C  -3.007  4.062  -4.408  0.000
C  -2.405  4.362  -3.046  0.000
N  -1.824  3.135  -2.493  0.002
H  -3.577  0.835  -3.818  0.000
H  -4.853  3.183  -3.706  0.000
H  -4.301  2.549  -5.257  0.000
H  -3.534  4.935  -4.785  0.000
H  -2.214  3.815  -5.116  0.000
H  -3.168  4.745  -2.364  0.000
H  -1.613  5.105  -3.113  0.000
H  -0.973  3.193  -1.955  0.003

Output
Frontier orbital gap (alpha / beta), eV: 7.64 / 7.63
Lowest unoccupied orbital energy (alpha / beta), eV: -5.1 / -5.2
Expectation value of S²: 0.75
Max |F|, eV/A: 0.478
Multiplicity: 2
Total charge: +2


So what do the calculations give for energy? Going down the list: -3027.175268; -3064.085621 hartree.